Entry 1:
Formula: C5H8N2
Source: OMol25
Level of theory: ωB97M-V/def2-TZVPD

XYZ file:
```
15
Properties=species:S:1:pos:R:3:lowdin_charge:R:1
N -2.522 -1.558 -0.966 0.1414
C -1.564 -0.911 -0.904 -0.1732
C -0.314 -0.103 -0.860 -0.3872
N 0.634 -0.456 -1.907 0.0519
C 0.321 -0.219 0.511 -0.2876
C -0.295 0.513 1.667 -0.1109
C 1.019 0.970 1.097 -0.1095
H -0.610 0.942 -1.016 0.1495
H 0.202 -0.365 -2.822 0.0818
H 0.908 -1.430 -1.809 0.0836
H 0.744 -1.201 0.718 0.1446
H -1.177 1.117 1.470 0.1068
H -0.301 0.022 2.635 0.1024
H 1.921 0.798 1.677 0.1010
H 1.033 1.884 0.509 0.1055
```

Properties
* net charge: 0
* HOMO level: -10.4 eV
* max |F|: 0.022 Eh/bohr
* Kohn-Sham gap: 11.298 eV
* SMILES string: N#C[C@H](N)C1CC1

=====

Entry 2:
Formula: C26H24Cl4N2O7Rh
Source: OMol25
Level of theory: ωB97M-V/def2-TZVPD

XYZ file:
```
64
Properties=species:S:1:pos:R:3:lowdin_charge:R:1
Rh 0.539 -0.590 -1.663 1.2796
C -2.389 0.703 -0.981 -0.0617
O -1.276 0.117 -0.313 -0.2432
C -1.666 -0.656 0.825 -0.1653
C -2.115 -2.060 0.484 -0.2129
O -0.983 -2.773 0.080 -0.2063
C -1.266 -4.051 -0.436 -0.1035
H -2.993 1.252 -0.252 0.0858
H -3.009 -0.054 -1.470 0.0989
H -1.994 1.376 -1.734 0.0821
H -2.465 -0.118 1.344 0.1198
H -0.797 -0.704 1.481 0.1198
H -2.876 -2.048 -0.310 0.1272
H -2.572 -2.521 1.374 0.1299
H -1.652 -4.713 0.351 0.0838
H -0.337 -4.447 -0.835 0.0955
H -1.991 -3.995 -1.255 0.0755
Cl -3.350 -2.331 -6.917 0.6230
C -2.434 -1.420 -5.761 -0.7174
C -2.356 -0.043 -5.859 -0.7189
Cl -3.173 0.797 -7.136 0.6216
C -1.615 0.680 -4.914 -0.6148
Cl -1.514 2.408 -4.977 0.6733
C -0.953 0.030 -3.885 -0.3914
O -0.261 0.666 -2.952 -0.2207
C -1.038 -1.379 -3.777 -0.3851
O -0.422 -1.946 -2.761 -0.1975
C -1.776 -2.085 -4.718 -0.6104
Cl -1.871 -3.805 -4.544 0.6740
C -2.467 3.122 2.647 -0.0509
C -1.309 2.210 2.958 -0.2438
C -1.498 1.137 3.827 -0.0836
C -0.462 0.255 4.088 -0.0983
C 0.786 0.458 3.526 -0.0227
C 0.998 1.551 2.687 -0.2051
N 2.262 1.821 2.158 0.0812
C 3.286 0.857 2.106 -0.2113
C 4.413 0.975 2.913 -0.0239
C 5.413 0.014 2.873 -0.0903
C 5.277 -1.095 2.053 -0.0826
C 4.155 -1.221 1.249 -0.0049
C 3.170 -0.241 1.247 -0.0624
C 2.072 -0.379 0.239 -0.5785
O 1.594 0.635 -0.351 -0.0611
O 1.672 -1.526 -0.095 -0.0543
C -0.064 2.408 2.359 -0.1670
C 0.174 3.493 1.345 -0.0285
H -3.339 2.850 3.242 0.0719
H -2.750 3.065 1.593 0.0707
H -2.227 4.166 2.856 0.0826
H -2.470 0.985 4.281 0.1019
H -0.620 -0.591 4.745 0.1010
H 1.604 -0.216 3.749 0.1153
H 2.537 2.787 2.115 0.1385
H 4.487 1.822 3.584 0.1098
H 6.289 0.125 3.500 0.0976
H 6.047 -1.856 2.030 0.0988
H 4.033 -2.064 0.582 0.1230
H 0.817 3.114 0.548 0.0815
H 0.656 4.373 1.785 0.0855
H -0.756 3.830 0.891 0.0702
O 2.466 -1.280 -5.088 0.0683
C 2.239 -1.051 -3.949 -0.4829
N 2.125 -0.827 -2.780 0.0135
```

Properties
* net charge: -1
* HOMO level: -4.5 eV
* max |F|: 0.012 Eh/bohr
* Kohn-Sham gap: 6.905 eV

=====

Entry 3:
Formula: C2H3FOS
Source: OMol25
Level of theory: ωB97M-V/def2-TZVPD

XYZ file:
```
8
Properties=species:S:1:pos:R:3:lowdin_charge:R:1
C 1.940 -0.514 0.997 -0.4050
C -1.391 0.485 -0.772 -0.5183
O 2.824 -0.530 0.228 0.1438
F 1.948 -0.361 2.245 0.1698
S -0.716 -1.044 0.091 0.4938
H -1.164 1.287 -0.034 0.0080
H -2.502 0.122 -0.873 0.0436
H -0.938 0.555 -1.881 0.0644
```

Properties
* net charge: 0
* HOMO level (spin up / spin down): -9.2 / -8.9 eV
* max |F|: 0.069 Eh/bohr
* Kohn-Sham gap (spin up / spin down): 8.112 / 7.359 eV

=====

Entry 4:
Formula: C38H36IIrN6O3P
Source: OMol25
Level of theory: ωB97M-V/def2-TZVPD

XYZ file:
```
86
Properties=species:S:1:pos:R:3:lowdin_charge:R:1
Ir 0.493 0.660 0.085 1.1443
C -0.127 0.804 4.183 -0.0363
C 0.855 1.771 3.535 -0.3645
C 0.197 2.894 2.742 -0.0507
C 1.972 1.091 2.747 -0.2368
C 2.906 0.286 3.648 -0.0458
O 3.171 -0.921 2.912 0.0353
C 2.372 -0.940 1.848 -0.2844
N 1.603 0.081 1.698 -0.0037
C 2.555 -2.133 1.007 -0.1084
C 3.194 -3.222 1.613 0.0114
C 3.445 -4.381 0.906 -0.0338
C 3.060 -4.470 -0.424 -0.0342
C 2.418 -3.403 -1.023 -0.0817
C 2.162 -2.221 -0.324 -0.2626
P 1.209 -0.948 -1.205 0.9437
C -0.141 -2.019 -1.813 -0.3577
C -0.805 -2.801 -0.868 -0.1011
C -1.821 -3.660 -1.256 -0.0678
C -2.188 -3.742 -2.595 -0.0681
C -1.535 -2.962 -3.537 -0.0631
C -0.513 -2.102 -3.150 -0.0770
C 2.145 -0.506 -2.684 -0.3613
C 1.563 0.457 -3.510 -0.1222
C 2.189 0.844 -4.681 -0.0561
C 3.413 0.284 -5.027 -0.0577
C 4.008 -0.651 -4.196 -0.0558
C 3.377 -1.049 -3.023 -0.0630
H -0.852 1.362 4.776 0.0946
H 0.368 0.107 4.862 0.0766
H -0.666 0.224 3.438 0.0585
H 1.410 2.266 4.345 0.1482
H -0.301 2.555 1.831 0.0278
H 0.935 3.653 2.473 0.0833
H -0.574 3.382 3.338 0.0983
H 2.536 1.868 2.227 0.1305
H 2.445 0.010 4.595 0.1281
H 3.857 0.779 3.832 0.1425
H 3.488 -3.150 2.649 0.1260
H 3.936 -5.212 1.391 0.1184
H 3.250 -5.372 -0.991 0.1188
H 2.088 -3.494 -2.050 0.1210
H -0.531 -2.741 0.179 0.1171
H -2.323 -4.267 -0.514 0.1148
H -2.976 -4.418 -2.901 0.1125
H -1.810 -3.027 -4.582 0.1133
H -0.004 -1.516 -3.903 0.1049
H 0.622 0.919 -3.223 0.0972
H 1.728 1.587 -5.318 0.1134
H 3.908 0.589 -5.939 0.1123
H 4.970 -1.072 -4.452 0.1123
H 3.865 -1.767 -2.379 0.1026
N -3.531 0.500 -2.339 0.0681
C -2.545 -0.181 -1.751 -0.1178
N -1.550 0.641 -1.488 0.0840
C -2.014 1.839 -1.927 -0.3314
N -3.208 1.798 -2.466 0.1592
C -1.258 3.055 -1.675 -0.2061
C -1.676 4.310 -2.104 -0.0415
N -1.002 5.407 -1.798 0.1096
C 0.096 5.243 -1.068 -0.0882
C 0.525 3.992 -0.655 -0.1025
N -0.157 2.889 -0.952 0.0738
H -4.426 0.165 -2.656 0.1686
H -2.594 -1.234 -1.534 0.1164
H -2.575 4.409 -2.699 0.1245
H 0.655 6.130 -0.798 0.1152
H 1.430 3.889 -0.075 0.0919
C 2.356 1.446 -0.468 -0.2611
H 3.198 0.749 -0.421 0.0224
H 2.575 2.233 0.259 -0.0036
H 2.369 1.898 -1.460 0.0122
I -7.042 -1.529 4.675 0.8833
C -5.472 -0.695 3.586 -0.7377
C -5.519 0.646 3.229 -0.1388
C -4.475 1.193 2.501 -0.0086
C -3.382 0.412 2.141 -0.1370
C -3.345 -0.928 2.510 -0.0284
C -4.390 -1.488 3.228 -0.1476
C -2.272 1.032 1.341 -0.6082
O -2.402 2.149 0.859 0.0410
O -1.206 0.298 1.254 -0.2432
H -6.363 1.257 3.516 0.0958
H -4.496 2.231 2.199 0.1214
H -2.487 -1.528 2.236 0.1086
H -4.364 -2.532 3.508 0.0920
```

Properties
* net charge: +1
* HOMO level: -10.5 eV
* max |F|: 0.011 Eh/bohr
* Kohn-Sham gap: 7.478 eV

=====

Entry 5:
Formula: C4H42O16S
Source: OMol25
Level of theory: ωB97M-V/def2-TZVPD

XYZ file:
```
63
Properties=species:S:1:pos:R:3:lowdin_charge:R:1
C 2.258 1.053 -2.942 -0.1281
C 3.300 1.749 -2.043 -0.3170
C 2.982 2.000 -0.553 -0.5151
S 1.408 2.875 -0.385 0.8519
C 0.353 1.489 0.090 -0.4312
H 2.736 0.152 -3.376 0.0635
H 1.451 0.704 -2.286 0.0248
H 1.803 1.699 -3.708 0.0876
H 3.544 2.734 -2.548 0.1173
H 4.177 1.060 -2.044 0.1044
H 3.916 2.476 -0.148 0.0901
H 2.997 1.033 0.011 0.0652
H 0.533 1.363 1.176 0.0053
H -0.723 1.735 -0.023 0.0409
H 0.386 0.442 -0.146 0.0353
H -0.138 0.782 -2.830 0.0259
H -0.682 2.047 -2.297 0.0230
O -0.976 1.270 -2.790 -0.0759
H -1.757 4.347 -2.406 0.0559
H -2.502 4.634 -1.202 0.0549
O -2.207 3.865 -1.700 -0.0415
H 2.783 -2.947 1.845 0.0395
H 1.429 -3.829 1.634 0.0352
O 2.019 -3.162 1.253 -0.0868
H -0.958 -3.112 0.790 -0.0037
H -0.201 -2.607 2.019 0.0326
O -0.906 -3.228 1.751 -0.0696
H -3.048 -3.158 2.351 0.0427
H -3.719 -2.085 1.352 0.0117
O -3.464 -2.301 2.270 -0.0837
H 3.780 -0.569 2.264 0.0391
H 2.591 -0.845 3.132 0.0019
O 3.433 -1.237 2.867 -0.0456
H 2.293 -1.758 -2.678 -0.0319
H 1.729 -1.607 -4.152 0.0231
O 2.373 -2.055 -3.608 -0.0868
H -0.179 -0.036 3.432 0.0017
H 1.196 0.516 3.620 0.0223
O 0.694 -0.319 3.728 -0.0590
H -2.914 1.034 2.641 0.0276
H -1.635 1.952 2.351 -0.0369
O -2.578 1.876 2.224 -0.0869
H -1.022 -3.738 -1.660 0.0596
H -2.111 -2.718 -1.156 0.0100
O -1.541 -3.444 -0.914 -0.0334
H 2.661 -2.441 -0.954 0.0643
H 3.427 -1.040 -0.820 0.0506
O 2.599 -1.476 -1.015 -0.0457
H -2.413 -0.989 4.099 0.0624
H -2.371 -1.057 2.522 0.0539
O -2.228 -0.447 3.333 -0.1112
H -1.810 -0.499 -2.688 0.0141
H -0.881 -1.085 -1.604 0.0412
O -1.340 -1.285 -2.423 -0.0358
H -0.580 2.864 3.402 0.0476
H 0.815 2.306 3.890 0.0499
O 0.283 2.552 3.129 -0.0458
H -4.025 0.049 0.164 0.0633
H -3.486 -1.069 -0.738 0.0264
O -3.770 -0.890 0.158 -0.0380
H -3.787 2.025 -1.691 0.0343
H -2.543 1.211 -2.122 -0.0421
O -3.454 1.139 -1.847 -0.0491
```

Properties
* net charge: 0
* HOMO level: -8.9 eV
* max |F|: 0.056 Eh/bohr
* Kohn-Sham gap: 8.911 eV